Record 1
Formula: H5N3S2
Source: OMol25
Level of theory: ωB97M-V/def2-TZVPD

```
10
Properties=species:S:1:pos:R:3:forces:R:3
N 2.0437 0.3706 0.7743 0.2974 1.8983 3.8957
N 1.3131 0.5257 -0.4083 -0.5003 1.6272 0.9610
S -0.1351 1.3946 -0.3165 -1.2017 -0.0335 0.4312
S -1.7766 0.3722 0.7559 1.2621 0.3563 -1.7939
N -2.4981 -0.3616 -0.6354 1.5826 0.9681 0.9283
H 1.3947 0.0659 1.5398 0.3722 -0.6310 -0.9061
H 2.2056 1.3164 1.2553 0.2562 -1.1361 -1.7644
H 1.2079 -0.4086 -0.6328 -0.6748 -2.0891 -1.6692
H -3.4339 -0.1180 -0.7678 -1.6158 0.7947 -0.1343
H -2.4323 -1.3336 -0.5752 0.2221 -1.7549 0.0517
```
Positions in Å, forces in eV/Å.

## Properties
- E_tot: -963.56750 hartree
- Largest force on an atom: 4.344 eV Å⁻¹
- Frontier orbital gap: 9.66 eV
- Multiplicity: 1
- ΔE to the lowest compared entry with this formula, charge and spin: 2.2 kJ/mol
- SMILES string: NNSSN

---

Record 2
Formula: H5NO
Source: OMol25
Level of theory: ωB97M-V/def2-TZVPD

```
7
Properties=species:S:1:pos:R:3:forces:R:3
N 0.6122 1.1886 0.3265 0.2028 -1.5372 -0.4235
H 0.7977 0.4391 1.0224 -0.5416 0.5280 -1.1417
H -0.2036 0.9573 -0.2738 1.0797 0.1350 1.0947
H 0.4174 1.9721 0.8772 -0.4111 1.6365 0.7013
O -0.4860 -1.0493 -0.3896 -4.6409 0.3395 0.0386
H -1.4150 -1.4795 -0.3672 1.9896 1.4247 -0.0440
H 0.0063 -1.8151 -0.4272 2.3214 -2.5265 -0.2254
```
Positions in Å, forces in eV/Å.

## Properties
- E_tot: -132.96903 hartree
- Largest force on an atom: 4.654 eV Å⁻¹
- Frontier orbital gap: 10.08 eV
- Multiplicity: 1
- ΔE to the lowest compared entry with this formula, charge and spin: 62.6 kJ/mol
- SMILES string: N.O

---

Record 3
Formula: H5NO2P
Source: OMol25
Level of theory: ωB97M-V/def2-TZVPD

```
9
Properties=species:S:1:pos:R:3:forces:R:3
O 2.8356 0.2904 0.0333 -0.0374 -0.2682 -0.0553
N 1.9662 -0.4285 0.4890 -0.0896 0.2410 0.2003
O 1.0181 -0.7213 -0.3429 0.4700 0.0067 -0.3216
P -0.8217 0.0828 -0.0500 -0.3301 -0.1319 0.3407
H -0.9077 -0.0137 -1.4966 0.0388 0.0332 -0.0197
H -0.1259 1.3474 -0.1714 -0.0032 0.0409 -0.0205
H -0.5440 0.0730 1.3871 -0.0139 0.0162 -0.1257
H -1.2929 -1.2922 0.0513 -0.0314 0.0497 0.0205
H -2.1277 0.6621 0.1001 -0.0031 0.0122 -0.0186
```
Positions in Å, forces in eV/Å.

## Properties
- E_tot: -549.43157 hartree
- Largest force on an atom: 0.570 eV Å⁻¹
- Frontier orbital gap: 8.26 eV
- Multiplicity: 1
- Charge: -1

---

Record 4
Formula: H5NS2
Source: OMol25
Level of theory: ωB97M-V/def2-TZVPD

```
8
Properties=species:S:1:pos:R:3:forces:R:3
N 1.1955 1.5957 0.1655 -0.7503 0.4572 -0.0118
H 2.0542 1.6345 0.6612 0.5563 -0.0106 0.1078
H 0.9283 2.4730 -0.2752 0.2303 -0.7741 -0.0271
H 1.0356 0.7361 -0.3394 -0.0704 0.3821 -0.0517
S -2.2926 -1.0383 -0.4084 -1.5024 0.9442 -1.3221
S -0.7466 -1.9258 1.0760 1.3601 -0.8523 1.2502
H -2.3894 -2.0994 -1.2154 0.0361 -0.0999 -0.0176
H 0.2150 -1.3758 0.3357 0.1403 -0.0467 0.0722
```
Positions in Å, forces in eV/Å.

## Properties
- <S²>: 0.75
- E_tot: -854.11386 hartree
- Largest force on an atom: 2.213 eV Å⁻¹
- Frontier orbital gap (alpha / beta): 4.64 / 7.55 eV
- Multiplicity: 2
- Charge: -1
- ΔE to the lowest compared entry with this formula, charge and spin: 0.0 kJ/mol